1.
{"formula": "C52H143N13O13", "method": "ωB97M-V with the def2-TZVPD basis set", "symbols": ["C", "C", "C", "O", "C", "N", "H", "H", "H", "H", "H", "H", "H", "H", "H", "H", "H", "C", "C", "C", "O", "C", "N", "H", "H", "H", "H", "H", "H", "H", "H", "H", "H", "H", "C", "C", "C", "O", "C", "N", "H", "H", "H", "H", "H", "H", "H", "H", "H", "H", "H", "C", "C", "C", "O", "C", "N", "H", "H", "H", "H", "H", "H", "H", "H", "H", "H", "H", "C", "C", "C", "O", "C", "N", "H", "H", "H", "H", "H", "H", "H", "H", "H", "H", "H", "C", "C", "C", "O", "C", "N", "H", "H", "H", "H", "H", "H", "H", "H", "H", "H", "H", "C", "C", "C", "O", "C", "N", "H", "H", "H", "H", "H", "H", "H", "H", "H", "H", "H", "C", "C", "C", "O", "C", "N", "H", "H", "H", "H", "H", "H", "H", "H", "H", "H", "H", "C", "C", "C", "O", "C", "N", "H", "H", "H", "H", "H", "H", "H", "H", "H", "H", "H", "C", "C", "C", "O", "C", "N", "H", "H", "H", "H", "H", "H", "H", "H", "H", "H", "H", "C", "C", "C", "O", "C", "N", "H", "H", "H", "H", "H", "H", "H", "H", "H", "H", "H", "C", "C", "C", "O", "C", "N", "H", "H", "H", "H", "H", "H", "H", "H", "H", "H", "H", "C", "C", "C", "O", "C", "N", "H", "H", "H", "H", "H", "H", "H", "H", "H", "H", "H"], "coordinates": [[4.82, 3.53, -2.69], [4.83, 2.15, -3.22], [5.91, 1.97, -4.38], [5.91, 0.65, -5.01], [5.24, 0.60, -6.29], [5.00, 1.23, -2.10], [4.60, 4.19, -3.53], [5.82, 3.80, -2.37], [4.18, 3.84, -1.86], [3.84, 1.89, -3.60], [6.89, 2.02, -3.89], [5.96, 2.77, -5.12], [5.23, -0.42, -6.69], [5.80, 1.26, -6.95], [4.21, 0.93, -6.20], [5.54, 0.43, -2.38], [5.60, 1.65, -1.40], [8.31, 0.57, 3.31], [7.80, 1.33, 2.05], [7.40, 2.82, 2.21], [6.36, 3.20, 1.29], [5.02, 2.77, 1.68], [8.99, 1.20, 1.13], [8.67, -0.44, 3.15], [7.46, 0.38, 3.97], [9.19, 0.99, 3.80], [7.06, 0.65, 1.62], [8.25, 3.48, 2.04], [7.02, 2.98, 3.22], [4.99, 1.71, 1.89], [4.40, 3.09, 0.84], [4.75, 3.46, 2.48], [9.82, 1.32, 1.70], [9.07, 0.21, 0.94], [3.72, 4.77, -6.31], [2.98, 3.87, -7.22], [1.50, 3.59, -6.81], [1.48, 3.01, -5.53], [0.25, 2.45, -5.14], [3.19, 4.33, -8.52], [3.24, 5.72, -6.07], [4.72, 5.04, -6.65], [4.06, 4.24, -5.42], [3.46, 2.89, -7.20], [1.22, 2.85, -7.55], [0.84, 4.46, -6.84], [-0.14, 1.83, -5.95], [-0.50, 3.17, -4.82], [0.46, 1.85, -4.25], [2.73, 3.75, -9.19], [4.18, 4.33, -8.73], [-0.64, -0.84, 5.28], [0.48, -1.73, 4.68], [0.02, -3.13, 4.35], [-0.72, -3.73, 5.41], [-0.95, -5.19, 5.32], [1.06, -1.06, 3.50], [-1.41, -0.64, 4.53], [-0.33, 0.15, 5.62], [-1.03, -1.36, 6.16], [1.22, -1.78, 5.48], [0.92, -3.64, 4.01], [-0.57, -3.11, 3.44], [0.01, -5.67, 5.14], [-1.60, -5.47, 4.49], [-1.36, -5.54, 6.27], [1.72, -1.70, 3.07], [0.32, -0.94, 2.82], [0.84, -1.01, -4.41], [1.74, -2.26, -4.35], [2.00, -2.81, -5.79], [0.88, -3.55, -6.30], [1.07, -4.04, -7.59], [2.97, -1.91, -3.71], [1.42, -0.18, -4.81], [0.51, -0.73, -3.40], [-0.08, -1.19, -4.96], [1.34, -3.13, -3.82], [2.86, -3.49, -5.79], [2.30, -1.98, -6.43], [0.15, -4.51, -7.94], [1.86, -4.79, -7.59], [1.31, -3.21, -8.26], [3.55, -2.71, -3.91], [3.33, -1.16, -4.29], [-2.44, -3.85, -2.73], [-2.34, -4.28, -1.24], [-0.88, -4.47, -0.69], [-0.84, -5.18, 0.59], [0.41, -5.12, 1.28], [-3.09, -3.28, -0.54], [-3.47, -3.77, -3.08], [-1.95, -4.61, -3.35], [-1.98, -2.88, -2.91], [-2.75, -5.28, -1.07], [-0.34, -3.53, -0.60], [-0.36, -5.17, -1.34], [0.57, -4.19, 1.83], [1.26, -5.33, 0.64], [0.35, -5.91, 2.03], [-3.45, -3.62, 0.34], [-3.93, -3.08, -1.07], [-4.57, 6.10, -1.97], [-5.01, 5.04, -0.92], [-3.88, 4.02, -0.67], [-3.55, 3.34, -1.85], [-2.39, 2.43, -1.71], [-5.50, 5.73, 0.27], [-3.60, 6.50, -1.68], [-5.26, 6.93, -2.14], [-4.40, 5.60, -2.93], [-5.83, 4.47, -1.35], [-4.18, 3.37, 0.15], [-3.01, 4.60, -0.34], [-2.03, 2.21, -2.71], [-2.64, 1.58, -1.07], [-1.57, 2.87, -1.14], [-4.79, 6.38, 0.59], [-5.64, 5.11, 1.05], [-3.09, 4.63, 2.89], [-3.90, 3.39, 2.80], [-3.71, 2.55, 4.08], [-4.47, 1.32, 3.81], [-4.58, 0.51, 4.98], [-5.27, 3.68, 2.52], [-3.60, 5.32, 3.57], [-2.96, 5.07, 1.90], [-2.06, 4.58, 3.22], [-3.52, 2.75, 2.00], [-4.10, 2.99, 5.00], [-2.67, 2.28, 4.24], [-4.89, -0.48, 4.65], [-5.40, 0.80, 5.63], [-3.68, 0.45, 5.60], [-5.85, 2.87, 2.40], [-5.66, 3.94, 3.42], [-9.43, -1.38, 2.98], [-8.53, -1.65, 1.81], [-7.20, -0.94, 1.99], [-6.37, -1.05, 0.78], [-5.16, -0.22, 0.93], [-8.40, -3.09, 1.51], [-9.01, -1.74, 3.91], [-10.41, -1.84, 2.82], [-9.57, -0.32, 3.17], [-8.94, -1.20, 0.91], [-6.64, -1.36, 2.84], [-7.31, 0.13, 2.18], [-4.50, -0.44, 1.77], [-5.50, 0.81, 1.04], [-4.51, -0.26, 0.06], [-7.82, -3.09, 0.68], [-9.31, -3.34, 1.16], [-5.73, -6.24, 4.55], [-6.18, -5.15, 3.54], [-5.37, -5.05, 2.25], [-4.03, -4.60, 2.46], [-3.88, -3.34, 3.11], [-7.63, -5.38, 3.19], [-4.68, -6.06, 4.74], [-5.99, -7.21, 4.11], [-6.20, -6.22, 5.53], [-6.17, -4.24, 4.14], [-5.96, -4.38, 1.62], [-5.43, -6.03, 1.77], [-2.96, -2.92, 2.68], [-3.94, -3.39, 4.19], [-4.69, -2.63, 2.96], [-8.06, -4.51, 2.90], [-8.08, -5.54, 4.08], [1.64, 4.75, 4.17], [1.11, 3.45, 3.53], [1.29, 3.38, 2.06], [0.65, 4.53, 1.46], [1.02, 4.59, 0.09], [1.71, 2.34, 4.23], [1.05, 5.55, 3.73], [2.70, 4.92, 3.97], [1.57, 4.79, 5.25], [0.03, 3.37, 3.70], [0.97, 2.42, 1.63], [2.34, 3.54, 1.83], [0.61, 3.76, -0.49], [2.11, 4.60, -0.03], [0.66, 5.52, -0.35], [1.29, 1.43, 4.08], [1.65, 2.41, 5.24], [-1.43, 0.90, 1.43], [-1.07, -0.26, 0.43], [0.35, -0.15, -0.11], [0.39, 0.94, -1.06], [1.65, 1.44, -1.43], [-1.30, -1.53, 1.03], [-0.97, 0.71, 2.40], [-2.52, 0.96, 1.49], [-1.06, 1.83, 1.02], [-1.74, -0.17, -0.43], [0.67, -1.09, -0.56], [1.06, 0.04, 0.70], [2.16, 1.86, -0.56], [1.66, 2.19, -2.22], [2.19, 0.63, -1.91], [-2.12, -1.64, 1.60], [-1.64, -2.18, 0.33], [3.93, -3.26, 0.48], [4.71, -2.15, -0.22], [5.93, -2.62, -1.18], [6.98, -3.33, -0.48], [7.31, -4.63, -1.00], [3.78, -1.26, -0.87], [4.60, -3.97, 0.97], [3.37, -3.81, -0.28], [3.20, -2.94, 1.21], [5.15, -1.53, 0.56], [6.52, -1.86, -1.68], [5.46, -3.22, -1.96], [7.24, -4.80, -2.08], [6.76, -5.43, -0.50], [8.35, -4.76, -0.70], [3.37, -1.63, -1.71], [4.16, -0.40, -1.22]], "mulliken_charge": [-1.5725, 1.3635, -1.0756, -0.3597, -0.4869, -0.2018, 0.3101, 0.4818, 0.0407, -0.3167, 0.3376, 0.4288, 0.3249, 0.3625, -0.0072, 0.1256, 0.0056, -1.8029, 1.5369, -0.8066, -0.3821, -0.3995, -0.7776, 0.4463, 0.3943, 0.4155, -0.3991, 0.2606, 0.3574, 0.2938, -0.1905, 0.4426, 0.2953, 0.2864, -1.0670, 1.1842, -1.0159, 0.0190, -0.4759, -0.7467, 0.3534, 0.4360, -0.2750, -0.1483, 0.3858, 0.3026, 0.5070, 0.3561, -0.3345, 0.2734, 0.2748, -1.2601, 0.1258, 0.3361, -0.3665, -0.6603, -0.3438, 0.0281, 0.4239, 0.5711, 0.3130, 0.5960, -0.4906, 0.3232, 0.1900, 0.2430, 0.1158, -0.2686, -1.0462, 0.1976, -1.0502, -0.2652, -0.8220, 0.0159, 0.1696, -0.1973, 0.6030, 0.5963, 0.5638, 0.3421, 0.2355, 0.3152, 0.3245, 0.2515, -0.4048, -1.7247, 0.4832, -0.0243, -0.4301, -0.3321, -0.2796, 0.4669, 0.4781, 0.3125, 0.2661, -0.3106, 0.6003, -0.1775, 0.3611, 0.3101, -0.2262, 0.2596, -1.4433, 0.2596, 0.6782, -0.4894, 0.4924, -0.7397, 0.3352, 0.3773, 0.3247, 0.3205, -0.3855, -0.0507, 0.1965, -0.2690, -0.3160, 0.3055, 0.3580, -1.5401, 3.4069, -1.2286, 0.0233, -0.6501, -0.5415, 0.4127, 0.0614, 0.2228, -1.9962, 0.6774, 0.1631, -0.0034, 0.3179, 0.3325, 0.1318, 0.3609, -1.6643, 0.2981, -0.3428, -0.5307, -0.2074, -0.6114, 0.3489, 0.3939, 0.4336, 0.4008, -0.0282, 0.4418, -0.1529, 0.4424, 0.1279, 0.1689, 0.2473, -1.6166, 0.9441, -0.7162, -0.2018, 1.4072, -0.8016, 0.2725, 0.4011, 0.4250, 0.1596, 0.0274, 0.4565, -1.1531, 0.5426, -0.5769, 0.3164, 0.3281, -1.5771, 1.2686, 1.3271, -0.4307, -0.3376, -0.5776, 0.2984, 0.2454, 0.4916, -0.5986, -0.8116, -0.1252, -0.2285, 0.3211, 0.4102, -0.0233, 0.3357, 1.0049, 0.3626, -1.0699, 0.6297, -0.4934, 1.7422, 0.0665, -1.2203, 0.0800, 0.2899, 0.1209, 0.1695, 0.2810, 0.4333, -0.3674, -0.8507, -1.1253, -1.4068, 1.0061, -0.4847, -0.3490, -0.7480, 0.4811, 0.4893, 0.3405, -0.1183, -0.1744, 0.2553, 0.2856, 0.3101, 0.2629, 0.2800, 0.0508, -0.1061], "homo_ev": -8.38, "multiplicity": 1, "e_tot_ha": -3756.59347, "homo_lumo_gap_ev": 8.84, "e_lumo_ev": 0.461, "de_lowest_kj_mol": 385.2}

---

2.
{"formula": "C22H50F2N10O20P", "method": "ωB97M-V with the def2-TZVPD basis set", "symbols": ["C", "C", "O", "N", "C", "N", "C", "C", "P", "O", "O", "C", "C", "O", "C", "C", "N", "C", "C", "O", "C", "C", "O", "F", "C", "C", "F", "H", "H", "H", "H", "H", "H", "H", "H", "H", "H", "H", "H", "H", "H", "H", "H", "H", "H", "H", "H", "H", "H", "H", "H", "H", "H", "H", "H", "H", "C", "N", "O", "O", "H", "H", "H", "C", "N", "O", "O", "H", "H", "H", "C", "N", "O", "O", "H", "H", "H", "C", "N", "O", "O", "H", "H", "H", "C", "N", "O", "O", "H", "H", "H", "C", "N", "O", "O", "H", "H", "H", "C", "N", "O", "O", "H", "H", "H"], "coordinates": [[2.40, 1.72, -2.25], [2.35, 0.62, -1.07], [2.92, -0.69, -1.48], [2.76, -1.59, -0.46], [1.77, -2.47, -0.63], [0.92, -2.55, -1.83], [-0.07, -1.46, -1.99], [-0.93, -1.06, -0.70], [-2.11, 0.35, -1.27], [-1.23, 1.64, -1.34], [-2.88, -0.01, -2.75], [-2.16, 0.54, -3.89], [-2.49, 2.09, -4.21], [-3.37, 0.63, -0.15], [-2.85, 0.77, 1.21], [-3.74, -0.24, 2.13], [1.54, -3.50, 0.39], [0.56, -3.11, 1.44], [0.80, -3.78, 2.88], [1.96, -3.64, 3.38], [1.34, -4.86, -0.17], [2.37, -5.84, 0.63], [3.57, -5.95, 0.23], [1.98, -6.57, 1.79], [3.71, -1.48, 0.68], [5.10, -0.74, 0.22], [4.17, -2.73, 1.23], [2.90, 2.67, -1.81], [2.97, 1.39, -3.18], [1.31, 2.03, -2.47], [1.26, 0.55, -0.72], [2.93, 1.07, -0.17], [1.52, -2.66, -2.68], [-0.85, -1.84, -2.77], [0.39, -0.53, -2.51], [-0.33, -0.62, 0.17], [-1.59, -1.95, -0.42], [-1.03, 0.39, -3.87], [-2.53, -0.05, -4.82], [-2.42, 2.33, -5.35], [-3.45, 2.48, -3.73], [-1.62, 2.70, -3.73], [-1.73, 0.59, 1.33], [-3.07, 1.84, 1.56], [-4.83, -0.10, 1.75], [-3.66, -0.01, 3.25], [-3.49, -1.35, 1.88], [0.58, -1.97, 1.56], [-0.50, -3.40, 1.06], [-0.04, -4.38, 3.41], [0.29, -5.30, 0.00], [1.65, -4.96, -1.28], [3.28, -0.78, 1.51], [5.37, -1.25, -0.78], [4.96, 0.38, 0.03], [5.94, -1.00, 0.96], [3.41, -1.07, 5.09], [3.23, 0.14, 4.25], [2.85, 1.15, 4.80], [3.47, 0.02, 3.05], [3.16, -0.83, 6.12], [2.75, -1.85, 4.71], [4.46, -1.37, 5.01], [-1.86, 4.98, 1.91], [-3.28, 4.77, 2.27], [-4.06, 5.68, 2.02], [-3.57, 3.70, 2.79], [-1.75, 5.96, 1.46], [-1.27, 4.90, 2.83], [-1.58, 4.20, 1.20], [-3.75, 0.26, -8.43], [-4.09, 0.86, -7.11], [-3.68, 1.99, -6.88], [-4.76, 0.17, -6.35], [-3.16, 0.98, -8.99], [-3.18, -0.65, -8.24], [-4.69, 0.04, -8.94], [5.01, 3.05, 2.22], [4.89, 3.53, 0.83], [5.11, 2.73, -0.07], [4.59, 4.70, 0.67], [5.28, 1.99, 2.21], [5.78, 3.64, 2.71], [4.04, 3.18, 2.70], [-4.93, 1.62, 6.30], [-4.40, 0.24, 6.24], [-3.19, 0.11, 6.10], [-5.21, -0.67, 6.34], [-4.10, 2.32, 6.20], [-5.64, 1.74, 5.48], [-5.42, 1.75, 7.26], [7.47, -3.26, 6.11], [6.74, -2.16, 6.79], [7.40, -1.38, 7.46], [5.53, -2.10, 6.62], [8.53, -3.18, 6.35], [7.06, -4.20, 6.48], [7.31, -3.15, 5.04], [-7.39, 2.19, -8.43], [-7.80, 1.47, -9.66], [-7.41, 0.32, -9.80], [-8.52, 2.08, -10.44], [-6.76, 1.53, -7.83], [-6.83, 3.07, -8.74], [-8.29, 2.46, -7.88]], "mulliken_charge": [-1.1826, 1.2068, -0.3482, 0.6270, -1.1391, 0.0159, -0.8323, -0.0539, 1.2271, -0.6697, -0.5136, 0.3180, -1.0853, -0.5275, 0.5227, -0.9505, 0.8516, 0.0016, -0.3097, -0.4709, -0.3700, 0.5006, -0.4673, -0.2488, 0.0192, -1.0819, -0.3171, 0.2866, 0.3090, 0.2300, -0.3730, -0.0867, 0.3788, 0.3283, 0.1374, 0.0054, 0.4758, -0.0594, 0.1555, 0.3459, 0.2707, 0.2931, 0.1659, -0.1593, 0.2971, 0.1771, 0.2427, 0.0721, 0.3208, 0.3154, 0.3191, 0.3670, 0.7388, 0.3674, 0.1427, 0.3708, -0.5563, 0.8378, -0.5101, -0.5859, 0.2956, 0.1607, 0.2977, -0.6518, 0.8862, -0.5077, -0.5423, 0.3066, 0.2988, 0.1749, -0.7246, 0.8643, -0.5702, -0.4615, 0.3276, 0.3025, 0.2456, -0.7126, 0.8919, -0.5057, -0.5280, 0.1890, 0.3529, 0.3117, -0.7037, 0.8433, -0.5001, -0.5113, 0.2963, 0.2869, 0.2893, -0.7217, 0.8320, -0.4878, -0.5504, 0.3072, 0.3001, 0.2744, -0.5456, 0.8818, -0.5252, -0.5279, 0.1337, 0.2773, 0.3070], "total_charge": 1, "homo_ev": -12.57, "multiplicity": 1, "e_tot_ha": -3460.58603, "homo_lumo_gap_ev": 8.35, "e_lumo_ev": -4.219}

---

3.
{"formula": "C6H10ClN", "method": "ωB97M-V with the def2-TZVPD basis set", "symbols": ["C", "C", "Cl", "C", "C", "C", "N", "C", "H", "H", "H", "H", "H", "H", "H", "H", "H", "H"], "coordinates": [[-1.42, 1.64, 0.56], [-0.86, 0.36, 0.03], [-2.11, -0.85, -0.29], [0.39, 0.31, -0.77], [1.85, 0.77, -0.88], [2.50, -0.28, 0.13], [1.42, -1.15, 0.67], [0.41, -0.10, 0.66], [-1.37, 1.69, 1.68], [-0.81, 2.51, 0.22], [-2.45, 1.86, 0.27], [0.33, -0.65, -1.29], [2.07, 1.73, -0.49], [2.27, 0.67, -1.87], [3.22, -0.95, -0.39], [3.06, 0.26, 0.90], [1.60, -1.49, 1.60], [0.75, 0.75, 1.19]], "nbo_charge": [-0.6390, 0.0207, -0.0196, -0.2759, -0.3852, -0.2357, -0.5975, -0.0945, 0.2247, 0.2221, 0.2413, 0.2212, 0.2079, 0.2166, 0.1976, 0.1759, 0.3682, 0.1512], "homo_ev": -9.11, "multiplicity": 1, "smiles": "C[C@@]1(Cl)[C@H]2CCN[C@@H]21", "e_tot_ha": -749.43060, "homo_lumo_gap_ev": 10.02, "e_lumo_ev": 0.910, "de_lowest_kj_mol": 330.4}

---

Please write out number 3 again, unchanged.
{"formula": "C6H10ClN", "method": "ωB97M-V with the def2-TZVPD basis set", "symbols": ["C", "C", "Cl", "C", "C", "C", "N", "C", "H", "H", "H", "H", "H", "H", "H", "H", "H", "H"], "coordinates": [[-1.42, 1.64, 0.56], [-0.86, 0.36, 0.03], [-2.11, -0.85, -0.29], [0.39, 0.31, -0.77], [1.85, 0.77, -0.88], [2.50, -0.28, 0.13], [1.42, -1.15, 0.67], [0.41, -0.10, 0.66], [-1.37, 1.69, 1.68], [-0.81, 2.51, 0.22], [-2.45, 1.86, 0.27], [0.33, -0.65, -1.29], [2.07, 1.73, -0.49], [2.27, 0.67, -1.87], [3.22, -0.95, -0.39], [3.06, 0.26, 0.90], [1.60, -1.49, 1.60], [0.75, 0.75, 1.19]], "nbo_charge": [-0.6390, 0.0207, -0.0196, -0.2759, -0.3852, -0.2357, -0.5975, -0.0945, 0.2247, 0.2221, 0.2413, 0.2212, 0.2079, 0.2166, 0.1976, 0.1759, 0.3682, 0.1512], "homo_ev": -9.11, "multiplicity": 1, "smiles": "C[C@@]1(Cl)[C@H]2CCN[C@@H]21", "e_tot_ha": -749.43060, "homo_lumo_gap_ev": 10.02, "e_lumo_ev": 0.910, "de_lowest_kj_mol": 330.4}